No. 1
Here is one molecule with the formula C9H18N2O at a distorted geometry from the Open Molecules 2025 dataset. Energies are from the ωB97M-V functional and the def2-TZVPD basis.

```
30
Properties=species:S:1:pos:R:3:forces:R:3
H -2.900843 -3.580792 0.250438 -0.1 0.0 0.1
H -1.518411 3.144377 2.783200 1.9 -0.7 -0.4
N -1.923964 -3.694470 0.427221 1.6 0.0 0.0
H 2.284410 -1.044944 -0.803439 0.4 0.3 0.2
H 1.814422 0.741346 -4.170492 -0.1 -0.2 0.6
H -1.307512 0.179652 -0.761681 0.1 -0.2 0.3
C 0.977909 -0.355530 -2.416392 3.9 -1.9 2.3
C -1.196399 -2.551097 0.392197 -1.6 4.8 -0.2
C -1.176236 0.811437 1.297018 -0.5 -0.2 1.9
H -1.489785 -4.576516 0.414735 0.3 -0.9 -0.1
C -0.092049 1.919119 1.441388 -1.8 -1.0 0.6
H 1.634200 0.658583 -0.682376 0.2 -0.2 0.7
H 0.275562 3.600840 2.817966 -0.1 0.1 0.0
H -2.153497 1.280693 1.011524 0.6 -0.2 1.1
H 0.885262 1.458446 1.452981 0.4 0.0 0.6
H 0.038765 -0.039528 -2.390608 -4.1 1.6 -0.5
H 1.009842 -1.362032 -2.825213 -0.1 -0.1 -0.1
C 0.372582 -0.927119 0.200219 0.0 1.2 -1.0
C -0.421333 2.774254 2.691682 -0.6 -0.4 -0.6
C 1.417348 -0.394756 -0.862323 -1.6 -1.2 -1.0
H -0.119303 2.444068 0.548850 0.0 1.5 -1.8
C -1.028711 -0.233563 0.225302 0.6 -2.8 -0.1
H 2.945329 0.095914 -3.012403 1.0 -0.7 -0.1
O 0.147245 -2.354869 0.117222 -1.1 -1.5 -0.4
H -0.215246 2.032397 3.446627 -0.3 0.2 1.0
N -1.895313 -1.443973 0.541335 1.1 -0.1 -0.6
H 2.121192 1.434587 -2.579295 -0.3 1.6 0.6
H 0.757119 -0.801792 1.192692 0.7 0.3 0.6
C 1.979849 0.531262 -3.093855 -0.3 -0.4 -1.5
H -1.222434 0.254007 2.345478 -0.3 1.1 -2.1
```
Positions in Å, forces in eV/Å.

- energy relative to the best compared isomer or geometry (same formula, charge and spin) (kcal per mole) = 9.5
- SMILES = CCC[C@@H]1N=C(N)O[C@H]1CCC
- charge = 0
- electronic energy (eV) = -14651.412
- frontier orbital gap (eV) = 9.434


No. 2
Here is an isolated ion of composition C9H18N3O and charge +1 at a distorted geometry from the Open Molecules 2025 dataset. Energies are from the ωB97M-V functional and the def2-TZVPD basis.

```
31
Properties=species:S:1:pos:R:3:forces:R:3
H -3.994582 0.118433 0.537646 -0.1 0.5 -0.2
C 0.922715 0.401603 -1.486917 1.6 0.8 -2.3
H 0.527557 -2.985652 -1.042208 -1.9 0.4 0.5
C -0.466270 -2.689458 -0.515098 1.1 -1.1 -2.5
H -3.156900 -1.115352 -0.496272 0.3 1.4 0.3
C -3.145235 -0.535774 0.467734 0.7 -2.4 -0.8
C 2.448257 2.106599 -0.450255 -0.3 -1.7 4.4
N 0.133663 0.490234 -0.466630 -2.8 -0.8 2.0
C -0.573564 -0.331040 0.271759 1.1 0.5 -0.3
H 3.821402 3.502155 -1.192156 -0.4 -0.3 -1.4
H 2.473583 1.624878 -2.348669 -0.6 -0.5 0.1
C -0.097888 -1.706704 0.584155 1.6 0.4 -2.4
C 1.445259 -1.675577 0.728466 -2.0 -0.7 1.9
H 1.610884 -1.444788 1.809169 0.7 0.7 -1.1
H -1.912806 0.060567 2.089668 1.2 -0.4 -2.1
H 3.970466 3.225243 0.328788 -0.6 -0.2 1.3
H 1.736973 -1.054995 -0.094409 1.3 0.2 0.3
H -1.155051 -2.309633 -1.277959 0.4 0.3 0.0
H -0.553253 -2.053441 1.419073 -1.3 -0.6 2.9
C -2.040980 1.666013 0.677631 4.9 -1.1 0.4
H 2.110149 1.774204 0.657223 0.4 0.8 -2.9
H -1.194490 2.332776 0.991559 -0.3 -0.9 0.3
H 1.764413 -2.687380 0.612720 0.6 -0.6 -0.3
H -2.002409 1.839410 -0.336159 -1.0 0.5 -2.4
N 2.033973 1.409157 -1.447219 0.3 0.9 -0.6
N 3.362464 3.034535 -0.439172 1.2 1.1 -0.3
H -0.967091 -3.626293 -0.238631 0.4 0.3 0.7
O 0.894078 -0.108198 -2.575165 -0.7 -0.8 0.4
C -1.807677 0.152807 0.919478 -2.3 2.1 1.9
H -3.366544 -1.389856 1.096061 0.0 0.0 0.7
H -2.821094 1.975528 1.215788 -3.5 1.2 1.5
```
Positions in Å, forces in eV/Å.

- energy relative to the best compared isomer or geometry (same formula, charge and spin) (kcal per mole) = 25.9
- SMILES = CC(C)C(=NC(=O)NC=[NH2+])C(C)C
- charge = +1
- electronic energy (eV) = -16134.463
- frontier orbital gap (eV) = 9.984


No. 3
Here is C9H18N3O2 as an isolated structure at a distorted geometry from the Open Molecules 2025 dataset. Energies are from the ωB97M-V functional and the def2-TZVPD basis.

```
32
Properties=species:S:1:pos:R:3:forces:R:3
O -1.870017 1.200403 0.745130 1.2 0.6 -0.6
H 3.170784 0.220233 0.027344 0.2 0.1 0.0
H 0.546560 -1.496310 2.263388 -0.7 -0.4 0.5
H 2.012397 1.884465 -1.658456 -1.3 -0.2 2.3
C -0.822125 -1.415151 -0.786354 -0.8 -0.8 1.7
H 0.695868 1.264957 -2.937667 -0.4 -0.1 -1.0
C -0.558460 -2.831638 -0.322002 2.6 -2.5 -2.3
H -0.612209 -3.526694 -1.235182 0.0 0.9 1.7
H -0.788556 0.319585 -2.894327 -0.5 -1.4 -0.2
H -2.590800 -2.777273 -0.465281 0.4 1.3 1.2
C 1.486864 1.522763 -0.656487 1.4 0.1 -2.1
H 2.210907 2.163418 2.114788 -0.1 0.5 -0.1
H 1.326972 0.506290 1.582166 -0.5 0.0 -0.6
H -0.982535 -1.357399 -1.818000 -0.7 0.0 -1.1
H 3.435393 2.089233 0.137240 -0.9 -1.9 -0.5
H 0.261418 -3.126074 0.305928 0.3 0.4 0.3
H -4.919477 0.883659 1.482535 2.1 0.1 0.4
N 2.383039 1.242936 1.755094 -0.3 -1.8 -1.2
H 0.944513 2.271855 -0.106744 -0.3 0.9 -0.2
N 0.479732 0.550350 -1.166830 1.5 -1.1 2.9
H -4.063561 0.051511 2.863582 0.9 0.7 -0.7
C 2.719533 1.184675 0.242859 0.3 2.0 1.2
H -0.756187 1.928437 -2.210777 0.7 -1.4 0.2
H 3.093082 0.793272 2.338619 -0.1 0.2 -0.4
N 0.423247 -0.236247 0.971502 -0.1 0.5 -0.9
C -2.799640 0.937059 1.369818 0.0 0.1 -0.5
C -1.768251 -2.285901 0.139270 -2.8 -0.4 -3.2
C -0.015818 -0.337538 -0.299275 1.2 0.0 2.5
O -0.241649 -1.046510 1.923320 1.4 0.1 -0.3
C -3.893616 0.682794 1.964948 -4.4 -1.2 1.3
H -1.950787 -1.997069 1.124304 -0.2 0.3 1.0
C -0.155337 0.947255 -2.340024 0.1 4.1 -1.4
```
Positions in Å, forces in eV/Å.

- energy relative to the best compared isomer or geometry (same formula, charge and spin) (kcal per mole) = 85.4
- charge = +1
- electronic energy (eV) = -18178.768
- frontier orbital gap (eV) = 9.373


No. 4
Here is one molecule with the formula C9H18NO4P at a distorted geometry from the Open Molecules 2025 dataset. Energies are from the ωB97M-V functional and the def2-TZVPD basis.

```
33
Properties=species:S:1:pos:R:3:forces:R:3
C -1.149616 0.966929 3.083949 -3.9 4.2 -0.8
H 2.735102 0.453291 1.851006 -1.2 -2.7 -0.7
H -0.658885 -2.519801 -2.216922 0.0 -0.4 0.4
H 0.731234 2.398273 0.613193 0.4 -0.4 1.4
N -0.594277 -0.234250 2.905058 2.3 -3.2 -3.4
C 1.948358 1.370000 -2.382126 0.5 -1.4 0.6
H -1.751515 -3.403405 0.210653 0.9 -1.1 0.3
H -2.214181 1.043347 3.459188 1.0 -0.3 -0.5
C 2.013086 -0.396884 1.387305 0.9 1.1 0.5
H -0.033593 0.995994 -2.558458 -1.0 0.1 -0.3
H 1.618148 1.760655 -1.425742 0.9 0.9 0.3
H 1.403811 1.912018 2.291587 0.9 0.9 0.5
H -0.718103 3.022355 2.739047 -0.1 0.9 0.4
P -0.344156 -0.118247 -0.167083 0.0 -2.3 0.4
H -2.273557 -3.078739 -2.398634 -1.2 -1.6 -0.3
O -0.242981 0.555679 4.001016 2.2 0.2 1.7
H -1.444792 2.229776 1.328140 -0.1 -0.1 0.4
H 2.943369 0.896172 -2.325785 -0.4 0.3 0.2
C -0.747190 2.125259 2.167291 0.1 -1.1 -0.4
H -1.967425 -1.484644 -2.105195 -0.5 1.4 -0.3
O -0.771891 -1.610979 0.319109 0.5 0.9 -0.4
H 1.969227 2.133685 -3.146175 -0.3 0.1 -0.2
C 0.633010 1.794827 1.577050 -1.0 -0.4 -1.6
O 0.677253 -0.464031 -1.355205 0.4 0.1 0.5
C 0.691795 0.328260 1.235943 -1.7 -0.7 2.1
H 2.379650 -0.659055 0.382568 0.1 0.3 0.3
C -1.737472 -2.470636 -0.288648 0.0 0.6 -1.4
H -2.692673 -2.112359 -0.060781 -1.6 1.0 0.6
C 0.827080 0.365635 -2.509736 -0.7 0.1 -0.4
H 1.937070 -1.411149 1.899795 0.1 1.7 -0.1
C -1.676780 -2.456466 -1.814835 2.3 0.7 0.6
O -1.379145 0.837411 -0.575438 -0.2 0.1 0.1
H 0.774388 -0.337613 -3.323352 0.5 0.0 -0.6
```
Positions in Å, forces in eV/Å.

- energy relative to the best compared isomer or geometry (same formula, charge and spin) (kcal per mole) = 87.8
- charge = 0
- electronic energy (eV) = -28590.725
- frontier orbital gap (alpha / beta) (eV) = 8.726 / 8.726


No. 5
Here is C9H18NORb as an isolated structure at a distorted geometry from the Open Molecules 2025 dataset. Energies are from the ωB97M-V functional and the def2-TZVPD basis.

```
30
Properties=species:S:1:pos:R:3:forces:R:3
N 0.834176 0.389036 -0.305969 1.3 -1.8 -0.7
H -0.334497 -2.272652 -0.866967 0.6 0.1 0.0
H -1.862861 0.772706 -2.478426 0.1 0.2 -0.2
H -0.848602 -0.502641 2.504969 0.5 0.0 0.6
C -0.288670 -0.757873 1.605277 -0.8 0.8 -1.0
C -0.322009 1.768638 1.434136 0.3 0.9 0.3
H -0.101803 -1.117892 -3.402932 -1.4 0.7 0.2
C -0.919076 -1.356022 -0.788552 -0.5 1.1 0.7
H -1.827880 -1.585532 -1.344877 0.0 0.3 -0.6
H -0.084148 2.065902 2.455482 -0.6 0.0 0.3
H 1.371730 0.308520 3.088642 0.1 -0.3 0.0
H 1.078903 0.115284 -3.190034 0.3 0.0 0.3
H -1.385873 1.584543 1.284412 0.0 0.4 0.1
C 0.461876 0.549912 1.107842 1.5 -3.1 0.6
H -1.680893 -2.223331 1.024746 -0.4 -0.1 -0.1
O 1.983228 1.166960 -0.725472 -1.1 -0.7 0.0
H -1.936424 1.111811 -0.766992 0.1 -0.2 0.1
H 2.280592 1.406379 2.061164 0.2 -0.1 -0.1
Rb 3.229344 -1.531534 -0.873708 -0.5 1.1 0.2
H 0.354435 -1.620832 1.777984 0.6 0.3 0.2
H 2.427420 -0.337201 1.761441 -0.1 -0.1 0.1
C -0.155884 -0.053502 -1.355223 -1.1 -1.3 1.5
H 1.061980 -1.550230 -2.480739 0.8 0.2 0.8
C -1.253351 1.031426 -1.612601 0.6 -0.4 -0.1
H -2.215246 -0.557588 0.858817 -0.4 -0.1 -0.7
C -1.384311 -1.236841 0.668398 0.6 0.2 0.0
H 0.065816 2.587766 0.828562 -0.3 0.0 -0.3
C 0.502647 -0.628242 -2.639390 0.4 0.6 -0.4
H -0.799084 2.017805 -1.706378 0.1 -0.1 -0.3
C 1.748466 0.455223 2.076387 -1.0 1.3 -1.4
```
Positions in Å, forces in eV/Å.

- energy relative to the best compared isomer or geometry (same formula, charge and spin) (kcal per mole) = 22.9
- charge = 0
- electronic energy (eV) = -13814.522
- frontier orbital gap (eV) = 4.442


No. 6
Here is a 2-piece molecular cluster, C9H18O overall at a distorted geometry from the Open Molecules 2025 dataset. Energies are from the ωB97M-V functional and the def2-TZVPD basis.

```
28
Properties=species:S:1:pos:R:3:forces:R:3
C 1.155692 -0.113897 0.051605 2.5 -2.4 -1.8
H -2.357836 -0.623532 1.857690 0.0 0.2 -0.3
C 0.963469 -1.312054 -0.618261 0.5 1.7 1.3
H 1.428225 -1.011354 1.994626 -0.1 0.1 0.0
O 3.228769 -0.355463 1.223464 0.0 0.1 -0.3
C -1.159325 1.566247 0.377329 0.6 -0.1 -0.3
H -1.475143 -1.671905 -0.803282 0.3 0.0 0.2
H 3.659088 -0.362990 2.083811 -0.1 0.1 0.0
H -2.096710 0.992825 -2.193431 -0.2 0.2 0.0
H 0.940628 -1.358077 -1.694926 -0.3 0.1 -0.1
H -0.545698 2.254979 0.935575 -0.4 0.0 1.0
C -0.981120 0.221942 0.422534 -4.3 -0.7 -1.6
C 1.638271 1.064268 -0.766745 -0.4 0.2 0.0
H 1.359435 2.002137 -0.282832 0.1 0.1 0.0
H 1.634011 0.761270 1.957021 0.0 -0.1 0.0
H -0.885426 0.010610 2.566651 0.1 -0.1 0.2
H -0.857427 -1.528079 1.671144 0.1 -0.2 0.2
H -1.793503 2.054560 -0.347274 0.5 -0.1 -0.7
H -2.787677 -0.588542 -0.441363 -0.2 -0.1 -0.1
C -1.282029 -0.526062 1.706392 1.6 -0.1 0.2
H 1.198503 1.065931 -1.765226 0.0 0.0 0.1
C 1.829839 -0.173561 1.413005 -1.0 -0.1 0.4
C -1.754486 -0.621242 -0.793058 0.3 1.6 1.6
H 0.829160 -2.236662 -0.079152 0.1 -0.2 0.1
H -2.261813 -0.607984 -2.886674 0.0 0.0 0.0
H -0.666996 0.068938 -2.547161 0.1 -0.1 -0.1
H 2.727644 1.035560 -0.860597 -0.1 -0.1 0.1
C -1.687544 -0.007864 -2.180865 0.2 -0.2 0.2
```
Positions in Å, forces in eV/Å.

- energy relative to the best compared isomer or geometry (same formula, charge and spin) (kcal per mole) = 92.3
- SMILES = C=C(C)CC.C=C(C)CO
- charge = 0
- electronic energy (eV) = -11668.575
- frontier orbital gap (alpha / beta) (eV) = 8.125 / 8.126


Q: Which value of electronic energy does entry 3 give?
A: -18178.768 eV


What did the fourth record say?
Here is one molecule with the formula C9H18NO4P at a distorted geometry from the Open Molecules 2025 dataset. Energies are from the ωB97M-V functional and the def2-TZVPD basis.

```
33
Properties=species:S:1:pos:R:3:forces:R:3
C -1.149616 0.966929 3.083949 -3.9 4.2 -0.8
H 2.735102 0.453291 1.851006 -1.2 -2.7 -0.7
H -0.658885 -2.519801 -2.216922 0.0 -0.4 0.4
H 0.731234 2.398273 0.613193 0.4 -0.4 1.4
N -0.594277 -0.234250 2.905058 2.3 -3.2 -3.4
C 1.948358 1.370000 -2.382126 0.5 -1.4 0.6
H -1.751515 -3.403405 0.210653 0.9 -1.1 0.3
H -2.214181 1.043347 3.459188 1.0 -0.3 -0.5
C 2.013086 -0.396884 1.387305 0.9 1.1 0.5
H -0.033593 0.995994 -2.558458 -1.0 0.1 -0.3
H 1.618148 1.760655 -1.425742 0.9 0.9 0.3
H 1.403811 1.912018 2.291587 0.9 0.9 0.5
H -0.718103 3.022355 2.739047 -0.1 0.9 0.4
P -0.344156 -0.118247 -0.167083 0.0 -2.3 0.4
H -2.273557 -3.078739 -2.398634 -1.2 -1.6 -0.3
O -0.242981 0.555679 4.001016 2.2 0.2 1.7
H -1.444792 2.229776 1.328140 -0.1 -0.1 0.4
H 2.943369 0.896172 -2.325785 -0.4 0.3 0.2
C -0.747190 2.125259 2.167291 0.1 -1.1 -0.4
H -1.967425 -1.484644 -2.105195 -0.5 1.4 -0.3
O -0.771891 -1.610979 0.319109 0.5 0.9 -0.4
H 1.969227 2.133685 -3.146175 -0.3 0.1 -0.2
C 0.633010 1.794827 1.577050 -1.0 -0.4 -1.6
O 0.677253 -0.464031 -1.355205 0.4 0.1 0.5
C 0.691795 0.328260 1.235943 -1.7 -0.7 2.1
H 2.379650 -0.659055 0.382568 0.1 0.3 0.3
C -1.737472 -2.470636 -0.288648 0.0 0.6 -1.4
H -2.692673 -2.112359 -0.060781 -1.6 1.0 0.6
C 0.827080 0.365635 -2.509736 -0.7 0.1 -0.4
H 1.937070 -1.411149 1.899795 0.1 1.7 -0.1
C -1.676780 -2.456466 -1.814835 2.3 0.7 0.6
O -1.379145 0.837411 -0.575438 -0.2 0.1 0.1
H 0.774388 -0.337613 -3.323352 0.5 0.0 -0.6
```
Positions in Å, forces in eV/Å.

- energy relative to the best compared isomer or geometry (same formula, charge and spin) (kcal per mole) = 87.8
- charge = 0
- electronic energy (eV) = -28590.725
- frontier orbital gap (alpha / beta) (eV) = 8.726 / 8.726


Q: Which formula does entry 1 have?
A: C9H18N2O